Entry 1:
The molecule C6H10. Source: the Open Molecules 2025 dataset; level of theory: ωB97M-V/def2-TZVPD.

- relative energy (zero: lowest compared OMol25 entry of this formula, charge and spin) (kcal per mole) = 27.5
- HOMO-LUMO gap (Ha) = 0.3832
- SMILES = CC#CC(C)C
- HOMO (eV) = -9.36

Geometry as ORCA input:
```
! wB97M-V def2-TZVPD RIJCOSX def2/J DEFGRID3
* xyz 0 1
C 3.00077 0.75206 -0.22579
C 1.66930 0.17821 -0.02291
C 0.55136 -0.23766 0.15704
C -0.85986 -0.59527 0.37662
C -1.51001 -1.14035 -0.90171
C -1.60388 0.64226 0.89858
H 3.70850 0.39813 0.53062
H 3.40058 0.49475 -1.21181
H 2.95216 1.84327 -0.15454
H -0.91251 -1.37782 1.14610
H -1.41731 -0.41671 -1.71872
H -2.57563 -1.32924 -0.72910
H -1.04157 -2.07655 -1.22091
H -1.53797 1.45640 0.16812
H -2.66130 0.41440 1.07177
H -1.16264 0.99410 1.83664
*
```

---

Entry 2:
The molecule C18H18N2O2. Source: the Open Molecules 2025 dataset; level of theory: ωB97M-V/def2-TZVPD.

- relative energy (zero: lowest compared OMol25 entry of this formula, charge and spin) (kcal per mole) = 20.6
- HOMO-LUMO gap (Ha) = 0.3131
- SMILES = COc1ccc2cc(C(=O)NCCc3ccccc3)[nH]c2c1
- HOMO (eV) = -7.80

Geometry as ORCA input:
```
! wB97M-V def2-TZVPD RIJCOSX def2/J DEFGRID3
* xyz 0 1
C 7.36948 1.71930 -0.27069
H 8.44901 1.78815 -0.39522
O 7.06608 0.34772 -0.31587
C 5.76425 -0.03437 -0.18127
C 4.70402 0.83347 -0.00328
C 3.43399 0.27385 0.11846
N 2.23181 0.87145 0.29904
C 1.24673 -0.08371 0.36570
C 1.81909 -1.32580 0.22338
C 3.21242 -1.12526 0.06474
C 4.30681 -1.97808 -0.11747
C 5.55534 -1.42996 -0.23685
H 6.42623 -2.05019 -0.37775
H 4.16635 -3.04731 -0.16189
H 1.32425 -2.27750 0.22972
C -0.13333 0.37723 0.55993
O -0.40013 1.56640 0.64818
N -1.06604 -0.60125 0.65622
H -0.78680 -1.55599 0.50347
C -2.47472 -0.31674 0.76529
H -2.56103 0.73278 1.05540
H -2.91332 -0.94152 1.54977
C -3.21517 -0.54970 -0.56158
C -4.66707 -0.19909 -0.41072
C -5.07825 1.12551 -0.49503
C -6.40843 1.46207 -0.32247
C -7.34596 0.47707 -0.06047
C -6.94538 -0.84459 0.02856
C -5.61345 -1.17904 -0.14346
H -5.30679 -2.21349 -0.07454
H -7.67200 -1.61777 0.23198
H -8.38530 0.73877 0.07242
H -6.71565 2.49521 -0.39339
H -4.34830 1.89519 -0.70001
H -2.75431 0.07602 -1.32841
H -3.10730 -1.59620 -0.85643
H 2.02941 1.85502 0.38161
H 4.82920 1.90330 0.04330
H 7.08763 2.16199 0.69048
H 6.87662 2.26709 -1.08081
*
```

---

Entry 3:
The molecule C3H6ClFIN at a distorted geometry. Source: the Open Molecules 2025 dataset; level of theory: ωB97M-V/def2-TZVPD.

- relative energy (zero: lowest compared OMol25 entry of this formula, charge and spin) (kcal per mole) = 0.0
- HOMO-LUMO gap (Ha) = 0.3545
- SMILES = C[C@](F)(I)CNCl
- HOMO (eV) = -9.65

Geometry as ORCA input:
```
! wB97M-V def2-TZVPD RIJCOSX def2/J DEFGRID3
* xyz 0 1
C 0.16107 1.14560 -0.83661
C 0.06711 -0.96262 0.49368
C 0.94772 0.28953 0.24336
N -1.32582 -0.56708 0.40046
F 0.95083 1.08589 1.43441
Cl -2.37528 -1.48781 -0.76357
I 2.96244 -0.08819 -0.49197
H 0.70390 2.10217 -0.61564
H -0.86625 1.45741 -0.56399
H 0.18440 0.78831 -1.80693
H 0.21177 -1.74431 -0.21049
H 0.36705 -1.36043 1.47096
H -1.98894 -0.65846 1.24633
*
```

---

Entry 4:
C5H10O as an isolated structure at a distorted geometry. Source: the Open Molecules 2025 dataset; level of theory: ωB97M-V/def2-TZVPD.

- relative energy (zero: lowest compared OMol25 entry of this formula, charge and spin) (kcal per mole) = 70.3
- HOMO-LUMO gap (Ha) = 0.3571
- HOMO (eV) = -9.06

Geometry as ORCA input:
```
! wB97M-V def2-TZVPD RIJCOSX def2/J DEFGRID3
* xyz 0 1
C 2.39627 0.02330 -0.07975
C 1.02136 0.41650 -0.53350
C -0.01695 -0.34465 0.24116
O 0.09928 -0.66342 1.43152
C -1.29024 -0.34175 -0.41126
C -2.37892 0.12497 0.54712
H 3.13094 0.77703 -0.35537
H 2.35409 -0.09234 1.00654
H 2.67079 -0.94229 -0.51663
H 0.86625 0.36106 -1.61907
H 0.75711 1.44144 -0.23260
H -0.37792 -1.46551 -0.50696
H -1.40532 -0.10715 -1.46915
H -1.90808 0.90106 1.18483
H -3.26345 0.56739 0.06948
H -2.65521 -0.65563 1.24364
*
```